(1)
# C31H46N2O5S2Si2Ta

A molecular structure, C31H46N2O5S2Si2Ta in a non-equilibrium geometry (the ωB97M-V functional and the def2-TZVPD basis, the Open Molecules 2025 dataset).

## Properties
Orbital gap ... 7.1 eV
Relative energy (zero: lowest compared OMol25 entry of this formula, charge and spin) ... 2.4 kcal/mol
E_tot ... -3127.09401 Ha
M ... 827.972 g mol⁻¹
F_max ... 0.020 hartree/bohr
Total charge ... +1

Last column: Mulliken charge in e.
Cartesian coordinates (Å):
1 Ta 0.495379 -0.686176 -0.910484  2.456
2 C -5.852981 -0.120210 -2.342844  -0.521
3 C -5.225648 -0.148643 -3.581332  -0.683
4 C -3.842968 -0.100553 -3.655056  -0.675
5 C -3.057790 -0.031867 -2.498454  0.452
6 C -3.705774 0.004218 -1.264098  0.727
7 C -5.090982 -0.038699 -1.186311  -0.684
8 Si -1.213068 0.111074 -2.793708  0.602
9 C -0.816847 1.813222 -3.461089  0.377
10 C 0.156473 1.989184 -4.446129  -0.308
11 C 0.479086 3.252660 -4.912649  -0.647
12 C -0.169456 4.367339 -4.395505  -0.494
13 C -1.147225 4.210360 -3.423617  -0.765
14 C -1.470500 2.941564 -2.964122  -0.190
15 H -6.932744 -0.153682 -2.281626  0.394
16 H -5.813334 -0.203545 -4.488185  0.413
17 H -3.368393 -0.112936 -4.630802  0.360
18 H -3.127587 0.079441 -0.351249  -0.193
19 H -5.576119 -0.002825 -0.219150  0.446
20 H -0.814574 -0.869410 -3.853562  -0.374
21 H 0.669064 1.125998 -4.859553  0.356
22 H 1.231720 3.370863 -5.681269  0.408
23 H 0.081009 5.355838 -4.757538  0.405
24 H -1.664114 5.075823 -3.029831  0.425
25 H -2.250087 2.829268 -2.218019  0.396
26 C -2.012363 -3.917956 -1.071206  -1.504
27 C -1.152841 -2.724581 -0.885085  0.290
28 O -0.032697 -2.613833 -1.545424  -0.640
29 O -1.431711 -1.769498 -0.143915  -0.370
30 H -1.405123 -4.819676 -1.127374  0.392
31 H -2.532617 -3.803607 -2.025447  0.345
32 H -2.746084 -3.983160 -0.273268  0.345
33 C 2.561619 -4.034440 -1.822760  -1.027
34 C 2.955459 -2.714281 -2.396465  0.684
35 C 3.935924 -2.633383 -3.374107  -0.837
36 C 4.316329 -1.384477 -3.826779  -0.357
37 N 3.789216 -0.257060 -3.351982  -0.581
38 C 2.871638 -0.402577 -2.424358  0.528
39 S 2.050167 0.948371 -1.672209  -0.370
40 N 2.413197 -1.572546 -1.925312  -0.063
41 H 3.111588 -4.831448 -2.316290  0.510
42 H 1.494532 -4.207371 -1.931348  0.053
43 H 2.803337 -4.058762 -0.759026  0.240
44 H 4.395490 -3.530220 -3.761186  0.452
45 H 5.076026 -1.275184 -4.591558  0.449
46 C 3.109368 -1.710121 1.524797  -1.161
47 C 1.679465 -1.908665 1.997600  1.835
48 C 1.120372 -3.272660 1.638323  -1.484
49 C 1.566551 -1.670969 3.492839  -1.531
50 O 0.825872 -0.915985 1.273192  0.464
51 Si 0.410698 0.641774 1.862131  -1.532
52 S -0.529103 1.250171 0.077433  -0.607
53 O -0.501717 0.650255 3.174641  0.809
54 C -1.888764 0.449895 3.545264  1.890
55 C -2.695834 1.651670 3.075932  -1.509
56 C -2.400325 -0.837073 2.919535  -1.198
57 C -1.884482 0.357450 5.063129  -1.818
58 O 1.844402 1.295686 2.182810  0.147
59 C 2.220662 2.671170 2.479738  1.491
60 C 3.345430 2.578629 3.496743  -1.764
61 C 1.033565 3.433793 3.047284  -1.416
62 C 2.700251 3.294375 1.177923  -1.452
63 H 3.765501 -2.416326 2.034795  0.553
64 H 3.440433 -0.696804 1.750194  -0.125
65 H 3.199315 -1.879175 0.452002  0.186
66 H 1.704015 -4.046512 2.137249  0.587
67 H 1.170740 -3.456167 0.564866  0.030
68 H 0.083447 -3.356453 1.965899  0.193
69 H 2.171730 -2.421233 4.002306  0.622
70 H 0.537219 -1.771769 3.832729  0.228
71 H 1.943625 -0.688351 3.772526  0.188
72 H -2.700228 1.718286 1.987785  0.198
73 H -2.276299 2.571206 3.485418  0.316
74 H -3.727779 1.564006 3.417077  0.507
75 H -2.367638 -0.783815 1.830939  -0.038
76 H -3.432500 -1.010959 3.225125  0.640
77 H -1.803930 -1.690782 3.248289  0.166
78 H -1.482674 1.272574 5.497701  0.349
79 H -1.272944 -0.483102 5.393286  0.360
80 H -2.899239 0.213386 5.434269  0.427
81 H 2.992310 2.101101 4.411449  0.377
82 H 3.712924 3.574038 3.745991  0.459
83 H 4.174388 1.996508 3.093041  0.322
84 H 0.670227 2.965360 3.961623  0.291
85 H 0.215891 3.479715 2.322423  0.237
86 H 1.330681 4.457608 3.274087  0.564
87 H 3.518523 2.709942 0.756406  0.260
88 H 3.054611 4.310331 1.354017  0.496
89 H 1.887613 3.335371 0.450474  0.221

Atoms 1-6, force components in eV/Å:
0.0351 -1.0312 0.0477
0.0341 0.0042 -0.0108
-0.0440 0.0044 0.0272
0.0168 -0.0564 -0.0178
0.0759 -0.0763 -0.0311
0.0559 0.0509 0.0648

---

(2)
# C39H24AuF5N3O2S2Te

A molecular structure, C39H24AuF5N3O2S2Te in a non-equilibrium geometry (the ωB97M-V functional and the def2-TZVPD basis, the Open Molecules 2025 dataset).

## Properties
Orbital gap ... 6.9 eV
Relative energy (zero: lowest compared OMol25 entry of this formula, charge and spin) ... 81.1 kcal/mol
E_tot ... -3514.66216 Ha
M ... 1050.331 g mol⁻¹
F_max ... 0.024 hartree/bohr
Total charge ... -1

Last column: Mulliken charge in e.
Cartesian coordinates (Å):
1 Au 0.376101 -1.133577 0.119140  1.071
2 S 2.533691 -1.132726 0.811052  -0.516
3 C 2.061854 -0.184188 2.186658  0.742
4 S 0.383715 -0.528884 2.558359  -0.482
5 C 2.817142 0.761390 2.797815  -1.248
6 C 2.360089 1.246094 4.066913  0.127
7 N 2.044926 1.649803 5.099830  -0.703
8 C 3.962529 1.554185 2.198647  2.642
9 N 3.569331 3.011681 2.347464  0.045
10 C -4.866302 3.557704 -0.551605  -1.657
11 C -3.989111 2.331035 -0.533683  0.203
12 C -4.492122 1.074580 -0.226178  -0.738
13 C -3.684803 -0.064605 -0.188984  0.828
14 C -4.366115 -1.382179 0.037414  -0.132
15 O -5.501485 -1.538052 -0.367802  -0.651
16 C -3.668890 -2.512315 0.728492  0.440
17 C -3.982098 -3.807215 0.330461  -0.560
18 C -3.359567 -4.890623 0.930421  -0.634
19 C -2.444945 -4.684864 1.952464  -0.419
20 C -2.151298 -3.395739 2.374000  -0.541
21 C -2.753665 -2.308098 1.752987  -0.048
22 C -2.306491 0.031000 -0.492055  1.668
23 O -1.572730 -1.074850 -0.589915  -0.809
24 C -1.797788 1.322651 -0.817785  -0.171
25 C -2.632554 2.422551 -0.841364  -0.290
26 C -0.350660 1.404441 -1.172354  -2.296
27 N 0.562275 1.645024 -0.327603  0.260
28 C 0.251721 2.346122 0.896414  -0.167
29 C 0.426522 3.838853 0.676791  -1.702
30 Te 2.316904 4.413625 -0.202258  0.155
31 C 3.389902 3.029386 0.920088  -1.183
32 C 4.447735 3.927016 2.930978  -0.536
33 C 5.593370 3.550890 3.512240  -0.643
34 C 6.015144 2.160923 3.432273  -0.185
35 C 5.305000 1.240015 2.796305  -1.161
36 C 3.774144 1.769947 0.691271  -0.322
37 C 0.031538 1.055566 -2.571606  1.659
38 C -0.929687 0.616201 -3.477839  -0.343
39 C -0.574474 0.313363 -4.784323  -0.968
40 C 0.743309 0.446047 -5.192445  -0.479
41 C 1.705314 0.894794 -4.294092  -0.744
42 C 1.352351 1.206017 -2.992452  -0.205
43 H -5.908029 3.293034 -0.369676  0.356
44 H -4.814884 4.071059 -1.514597  0.348
45 H -4.566830 4.274639 0.216480  0.309
46 H -5.548565 0.944522 -0.017933  0.401
47 H -4.702660 -3.945155 -0.465094  0.420
48 H -3.583853 -5.896374 0.597315  0.387
49 H -1.950432 -5.528847 2.415910  0.421
50 H -1.424516 -3.227671 3.155159  0.354
51 H -2.495713 -1.299340 2.056070  0.552
52 H -2.220227 3.388273 -1.126728  0.511
53 H 0.946360 2.030300 1.670264  0.027
54 H -0.763498 2.152098 1.260206  0.561
55 H 0.332719 4.359747 1.626405  0.623
56 H -0.324551 4.229895 -0.014655  0.435
57 H 4.105954 4.954964 2.901553  0.399
58 H 6.212531 4.275944 4.020853  0.380
59 H 6.957689 1.885508 3.893477  0.404
60 H 5.642086 0.212593 2.719964  0.421
61 H 3.727983 1.126082 -0.168087  0.647
62 H -1.955758 0.492570 -3.155428  0.401
63 H -1.327243 -0.040744 -5.477172  0.399
64 H 1.022906 0.201616 -6.209870  0.380
65 H 2.734604 1.006461 -4.611813  0.413
66 H 2.082967 1.572444 -2.285836  0.280
67 F 0.361487 -2.012497 -3.058539  0.233
68 C 0.512019 -3.072838 -2.257829  0.541
69 C 0.646855 -2.916645 -0.893010  -1.332
70 C 0.801926 -4.067642 -0.140561  1.020
71 F 0.948247 -4.020593 1.190680  -0.372
72 C 0.800990 -5.324677 -0.718532  0.190
73 F 0.935847 -6.427128 0.033565  -0.352
74 C 0.658539 -5.450096 -2.086332  0.819
75 F 0.659010 -6.664003 -2.653927  -0.329
76 C 0.515607 -4.319219 -2.863954  -0.228
77 F 0.380604 -4.441276 -4.192431  -0.328

Atoms 1-6, force components in eV/Å:
-0.2146 -0.9999 0.7206
0.2484 -0.0382 -0.2494
0.1270 0.1251 0.1833
-0.2312 0.2289 -0.2208
-0.2805 -0.1613 0.2987
0.0142 0.1303 -0.0509

---

(3)
# C2H3IN2

C2H3IN2 in the gas phase in a non-equilibrium geometry (the ωB97M-V functional and the def2-TZVPD basis, the Open Molecules 2025 dataset).

## Properties
Orbital gap (spin up / spin down) ... 7.1 / 6.3 eV
Spin multiplicity ... 3
Relative energy (zero: lowest compared OMol25 entry of this formula, charge and spin) ... 45.8 kcal/mol
E_tot ... -484.98998 Ha
M ... 181.964 g mol⁻¹
F_max ... 0.075 hartree/bohr
Total charge ... 0

Last column: Mulliken charge in e.
Cartesian coordinates (Å):
1 C 0.735522 0.714067 -0.546840  -0.968
2 C -0.296539 -0.161599 -0.256077  0.431
3 N -1.642306 -1.510650 1.118589  -0.820
4 N -0.747072 -1.018674 0.414164  0.502
5 I 2.733369 0.409300 -1.704520  -0.094
6 H 0.768474 1.299690 0.398526  0.338
7 H 0.419889 1.387747 -1.409188  0.350
8 H -1.971336 -1.119881 1.985345  0.261

Atoms 1-6, force components in eV/Å:
-3.1570 2.1552 -0.5942
1.6216 1.9057 -0.6404
-2.6550 -2.8319 -0.0633
0.9775 -1.0601 0.8245
1.3213 -0.5213 -0.3875
0.9239 -0.1254 -0.7196

---

(4)
# C39H33AsCl3F10N6O9SSi2TeTi

A molecular structure, C39H33AsCl3F10N6O9SSi2TeTi in a non-equilibrium geometry (the ωB97M-V functional and the def2-TZVPD basis, the Open Molecules 2025 dataset).

## Properties
Orbital gap (spin up / spin down) ... 5.2 / 5.7 eV
Spin multiplicity ... 4
Relative energy (zero: lowest compared OMol25 entry of this formula, charge and spin) ... 49.0 kcal/mol
E_tot ... -9221.64586 Ha
M ... 1364.693 g mol⁻¹
F_max ... 0.038 hartree/bohr
Total charge ... -2

Last column: Mulliken charge in e.
Cartesian coordinates (Å):
1 Ti 1.235646 -0.476674 -1.232065  -0.056
2 C -2.992112 6.269160 2.780261  -1.551
3 C -2.579639 4.881801 2.351805  1.288
4 C -1.256480 4.466750 2.461082  -1.310
5 C -0.865752 3.199686 2.056477  -0.297
6 C -1.802387 2.349779 1.490877  -0.107
7 C -3.136911 2.734552 1.395154  -0.135
8 C -3.516833 3.994404 1.827402  -1.160
9 S -1.395841 0.653304 1.126475  1.151
10 O -0.607909 0.173637 2.243090  -0.643
11 O -2.691522 0.010745 0.986140  -0.841
12 N -0.497357 0.439665 -0.203273  0.739
13 C -0.868969 1.014907 -1.423487  0.552
14 C -2.026788 1.739410 -1.707318  -0.833
15 C -2.238510 2.178715 -2.996301  -0.900
16 C -1.310583 1.881992 -3.982769  -1.264
17 C -0.190336 1.166869 -3.633942  -0.487
18 N 0.053134 0.763470 -2.381068  1.049
19 H -2.285473 6.679479 3.502629  0.368
20 H -3.988637 6.262993 3.224798  0.381
21 H -3.014044 6.938641 1.916316  0.284
22 H -0.512354 5.137777 2.876622  0.359
23 H 0.155628 2.879192 2.187190  0.044
24 H -3.861820 2.031391 1.007023  0.591
25 H -4.559896 4.287908 1.766143  0.352
26 H -2.758629 1.911052 -0.937323  0.366
27 H -3.133387 2.740331 -3.234398  0.412
28 H -1.461877 2.168955 -5.013840  0.513
29 H 0.565862 0.911380 -4.364595  0.630
30 O -1.711836 -1.426911 -5.489622  -0.679
31 C -1.471425 -1.545487 -4.322069  0.364
32 C -0.064011 -1.819975 -3.711432  -0.041
33 O 0.977117 -1.815534 -4.307784  -0.689
34 C -0.305620 -1.963321 -2.285271  0.862
35 C -1.686833 -1.818355 -2.030908  1.058
36 O -2.216330 -1.996896 -0.813598  -0.336
37 C -2.460073 -1.486816 -3.193442  -0.411
38 O -3.674761 -1.238428 -3.289284  -0.858
39 O 0.577921 -2.231706 -1.293297  -0.602
40 F 2.032134 -1.326481 0.660746  -0.592
41 As 3.090694 -2.817892 0.580670  2.224
42 F 1.634475 -3.710167 0.940850  -0.484
43 F 3.335825 -2.582295 2.274840  -0.467
44 F 4.014895 -4.268176 0.729479  -0.507
45 F 4.429712 -1.800333 0.270241  -0.461
46 F 2.949970 -3.164307 -1.074797  -0.380
47 F 2.555459 2.198462 -2.947092  -0.241
48 C 3.574208 2.949569 -2.516031  0.083
49 C 3.358269 4.285509 -2.380235  0.628
50 F 2.145807 4.753447 -2.661495  -0.394
51 C 4.376768 5.189176 -1.973379  0.137
52 C 5.625903 4.567459 -1.724185  0.422
53 C 5.834223 3.232588 -1.845826  -0.038
54 F 7.046221 2.774676 -1.544318  -0.373
55 C 4.817635 2.325742 -2.244933  0.657
56 C 5.007737 0.924161 -2.302950  0.408
57 C 3.906309 0.040697 -2.272487  0.647
58 N 2.994781 -0.656976 -2.240825  -0.154
59 C 6.302620 0.323526 -2.293012  -0.287
60 N 7.339882 -0.179317 -2.348151  -0.705
61 F 6.660000 5.326105 -1.354096  -0.371
62 C 4.166175 6.574734 -1.832913  0.627
63 C 2.939760 7.232629 -2.168930  0.063
64 N 2.007068 7.855053 -2.438520  -0.670
65 C 5.164063 7.484693 -1.359029  -0.029
66 N 5.906177 8.285614 -0.986715  -0.668
67 C 0.599744 -2.179990 3.892440  -0.515
68 Si -0.894488 -3.272473 3.704940  0.503
69 C -1.750067 -3.166120 5.382149  -1.220
70 C -0.366363 -5.057739 3.484879  -1.148
71 C -2.213884 -2.753597 2.408656  -0.763
72 Te -0.956824 -2.365590 0.721980  1.013
73 C -1.383784 -4.385616 0.189817  -1.495
74 Si -3.193988 -4.596068 -0.383989  1.243
75 C -3.660502 -6.294949 0.323275  -1.421
76 C -4.610587 -3.500215 0.187124  -1.041
77 C -3.273788 -4.817322 -2.240742  -1.410
78 H 1.345051 -2.682194 4.513961  0.481
79 H 0.321501 -1.225682 4.344446  0.207
80 H 1.081087 -1.944437 2.942821  -0.113
81 H -1.040273 -3.462831 6.165458  0.302
82 H -2.627233 -3.821160 5.458816  0.308
83 H -2.068562 -2.139204 5.592134  0.297
84 H 0.027501 -5.423316 4.440240  0.394
85 H 0.430967 -5.154641 2.740947  0.303
86 H -1.200313 -5.707230 3.195184  0.348
87 H -2.691034 -1.836946 2.751693  0.678
88 H -2.937998 -3.551545 2.261224  0.495
89 H -1.133075 -5.036317 1.024388  0.733
90 H -0.721878 -4.604619 -0.652772  0.727
91 H -3.557055 -6.356457 1.414479  0.331
92 H -3.054312 -7.096492 -0.119854  0.341
93 H -4.710577 -6.505783 0.076632  0.345
94 H -5.139885 -3.939690 1.036903  0.334
95 H -5.308299 -3.406554 -0.650532  0.421
96 H -4.290679 -2.490538 0.451410  0.089
97 H -2.296500 -5.050412 -2.675783  0.312
98 H -3.650847 -3.915091 -2.735709  0.337
99 H -3.954824 -5.642312 -2.478115  0.435
100 Cl 2.436977 1.609347 2.867785  -0.116
101 C 3.156140 2.312716 1.389210  1.091
102 Cl 3.459907 4.036557 1.634919  -0.149
103 Cl 4.677378 1.481392 1.072238  -0.072
104 C 2.071928 2.102641 0.248667  -0.384
105 O 1.227879 2.960619 0.118918  -0.599
106 O 2.214445 1.014164 -0.399571  -0.860

Atoms 1-6, force components in eV/Å:
-0.3028 0.3472 1.2790
0.0746 -0.1363 -0.0853
-0.0090 0.0982 0.0348
-0.0119 -0.0082 0.0134
0.0332 -0.0265 -0.0486
-0.0692 0.0035 0.0107